72
Properties=species:S:1:pos:R:3:forces:R:3:mulliken_charge:R:1 method="wB97M-V/def2-TZVPD" e_above_lowest_kj_mol=0.0 e_tot_ev=-70637.1103 homo_lumo_gap_ev=5.02 e_homo_ev=-7.63 multiplicity=1 lumo_ev=-2.61
Hg -1.271666 0.799941 -0.602844 0.477 -0.082 1.724 0.831
C 2.147356 0.928812 -0.061144 -0.482 0.538 -0.154 -0.747
C 1.708442 0.658890 -1.292587 -0.445 0.158 -0.118 -1.175
C 2.226151 -0.407428 -2.200692 0.062 -0.770 -0.513 -0.683
C 1.483370 -1.773436 -2.243262 0.578 0.189 -0.748 -0.167
C 1.098668 -2.358485 -0.932670 0.128 0.049 0.921 -0.489
C 1.705105 -2.133911 0.245141 -0.950 -0.350 -0.699 -0.259
C 3.008836 -1.461977 0.465754 0.865 0.502 0.638 -0.915
C 2.973614 0.060768 0.803980 0.647 -0.935 0.186 -0.733
C -2.217786 -0.821992 0.450252 -0.783 -0.530 -0.460 -0.895
H 1.888722 1.867897 0.427324 -0.485 -0.165 -0.168 0.643
H 0.922186 1.284207 -1.756213 0.615 0.382 0.086 1.108
H 3.276347 -0.622105 -1.974167 -0.224 0.261 0.023 0.182
H 2.228563 -0.028244 -3.237428 -0.017 0.028 0.372 0.613
H 0.578950 -1.712088 -2.877138 0.374 0.041 0.195 0.403
H 2.197779 -2.434749 -2.772419 -0.480 -0.018 0.032 -0.208
H 0.233945 -3.018771 -0.985535 -0.039 0.203 0.312 0.562
H 1.232681 -2.496296 1.156569 -0.003 -0.227 -0.193 0.384
H 3.737383 -1.662530 -0.330648 -0.338 -0.007 0.131 0.397
H 3.422744 -1.929114 1.374338 0.107 0.087 -0.354 0.403
H 2.570180 0.154040 1.826644 0.228 0.163 -0.306 0.383
H 4.026694 0.397962 0.818800 -0.399 0.076 0.196 0.301
H -2.574421 -0.417933 1.407007 0.279 0.163 -0.425 0.301
H -1.478930 -1.623110 0.573464 -0.056 0.499 -0.147 0.193
H -3.046327 -1.139632 -0.205841 0.392 0.091 0.469 0.318
P 3.029239 -5.067226 -6.420896 -0.013 -2.766 0.131 -0.106
P 3.792991 -2.217300 -7.143023 1.618 1.619 -0.546 -0.288
N 3.536098 -6.203854 -5.198106 0.539 -0.043 0.946 0.346
N 2.313576 -6.336287 -7.434047 -0.585 0.382 -0.757 0.329
N 5.151953 -1.677138 -6.161530 0.215 -0.386 0.798 0.487
N 3.942025 -0.916628 -8.297058 -0.440 0.388 -1.006 0.378
C 4.655397 -4.866592 -7.284972 0.143 0.229 -0.157 -0.647
C 4.667702 -3.554507 -8.090225 -0.182 -0.091 -0.035 -1.013
C 3.426492 -5.948830 -3.824543 0.585 -0.778 -0.450 -0.409
C 4.132706 -6.921185 -3.139956 -0.167 0.358 -0.714 -0.584
C 4.703353 -7.809813 -4.113761 -0.544 0.922 -0.717 -0.684
C 4.327154 -7.346337 -5.367639 -0.074 0.308 1.213 -0.096
C 0.933660 -6.375918 -7.681450 0.657 -0.609 -0.743 -0.456
C 0.686243 -7.291392 -8.694270 0.640 0.497 0.658 -0.580
C 1.949966 -7.845573 -9.088207 0.306 0.766 1.032 -0.823
C 2.922279 -7.261105 -8.285010 -0.972 0.047 -0.494 -0.043
C 5.004714 -1.208368 -4.849915 0.801 -0.174 -0.302 -0.503
C 6.260436 -1.058394 -4.285957 -0.611 -0.159 -0.506 -0.363
C 7.220475 -1.449969 -5.270734 -0.789 -0.074 -0.648 -1.101
C 6.519236 -1.805325 -6.411290 0.034 0.095 0.885 -0.099
C 5.087744 -0.379010 -8.900689 -1.017 0.351 -0.639 -0.103
C 4.692991 0.412330 -9.972325 -0.426 -0.889 0.941 -0.623
C 3.257449 0.349809 -10.045027 0.280 -0.541 0.583 -0.547
C 2.823724 -0.466063 -9.017862 1.078 0.243 -0.195 -0.415
H 4.857612 -5.716699 -7.947076 0.019 0.261 0.260 0.456
H 5.441298 -4.853154 -6.513841 -0.303 0.068 -0.091 0.457
H 5.694046 -3.265991 -8.350556 -0.413 -0.068 -0.023 0.418
H 4.116251 -3.669408 -9.037689 0.037 0.057 0.278 0.509
H 2.842416 -5.104089 -3.490074 0.092 -0.077 0.067 0.363
H 4.264201 -6.982629 -2.070892 -0.133 -0.004 -0.047 0.415
H 5.333160 -8.661670 -3.915702 -0.080 -0.039 -0.031 0.443
H 4.537740 -7.731066 -6.352301 0.017 0.002 0.254 0.209
H 0.270808 -5.757697 -7.095736 0.003 0.004 -0.128 0.409
H -0.276909 -7.547051 -9.107563 0.025 0.058 0.082 0.405
H 2.119541 -8.577561 -9.861465 0.030 -0.044 0.107 0.431
H 3.984377 -7.451980 -8.236024 -0.248 0.056 -0.227 0.319
H 4.014945 -0.996426 -4.467198 0.174 -0.113 0.008 0.307
H 6.482338 -0.701140 -3.289320 -0.119 -0.050 -0.130 0.446
H 8.295379 -1.461292 -5.161433 -0.118 0.056 -0.048 0.438
H 6.881445 -2.099812 -7.387119 0.031 -0.061 0.386 0.411
H 6.068724 -0.579520 -8.505475 -0.114 0.101 -0.077 0.262
H 5.344231 0.951783 -10.640375 0.029 0.036 0.093 0.440
H 2.635906 0.829719 -10.784786 -0.018 0.025 0.119 0.412
H 1.838325 -0.773014 -8.704939 -0.011 0.048 -0.090 0.365
S -0.467711 2.296660 2.321534 1.119 -0.082 -1.374 -0.414
C -1.872970 2.164488 3.140049 -3.959 -0.607 1.835 0.216
N -2.914413 2.038031 3.707337 2.811 0.331 -1.498 -0.525